{
  "formula": "C2H7NO2",
  "method": "the ωB97M-V functional and the def2-TZVPD basis",
  "de_lowest_kj_mol": 259.3,
  "total_charge": 0,
  "total_energy_ev": -7770.838,
  "gap_ev": 10.5,
  "multiplicity": 1,
  "species": ["N", "C", "O", "C", "O", "H", "H", "H", "H", "H", "H", "H"],
  "positions_angstrom": [[-1.24698, 0.00907, 0.88099], [0.06238, 0.20581, 0.48416], [0.22058, 1.80889, 0.08269], [0.43902, -0.08451, -0.91914], [0.28427, -1.68320, -0.82539], [-1.93254, 0.21057, 0.16118], [-1.40772, -0.88714, 1.32901], [0.80334, -0.05562, 1.23482], [0.44252, 2.22926, 0.92874], [1.48297, 0.08062, -1.16715], [-0.27907, 0.19922, -1.68296], [1.13125, -2.03295, -0.50695]],
  "mulliken_charge": [-0.49, 0.11, -0.60, -0.43, -0.58, 0.23, 0.23, 0.43, 0.28, 0.27, 0.26, 0.29]
}

---

{
  "formula": "C20H70O15",
  "method": "the ωB97M-V functional and the def2-TZVPD basis",
  "de_lowest_kj_mol": 114.2,
  "total_charge": 0,
  "total_energy_ev": -52582.653,
  "gap_ev": 9.9,
  "multiplicity": 1,
  "species": ["C", "C", "O", "H", "H", "H", "H", "H", "H", "C", "C", "O", "H", "H", "H", "H", "H", "H", "C", "C", "O", "H", "H", "H", "H", "H", "H", "C", "C", "O", "H", "H", "H", "H", "H", "H", "C", "C", "O", "H", "H", "H", "H", "H", "H", "C", "C", "O", "H", "H", "H", "H", "H", "H", "C", "C", "O", "H", "H", "H", "H", "H", "H", "C", "C", "O", "H", "H", "H", "H", "H", "H", "C", "C", "O", "H", "H", "H", "H", "H", "H", "C", "C", "O", "H", "H", "H", "H", "H", "H", "O", "H", "H", "O", "H", "H", "O", "H", "H", "O", "H", "H", "O", "H", "H"],
  "positions_angstrom": [[-5.48785, -5.99130, 1.58409], [-4.26781, -5.04519, 1.32579], [-3.08100, -5.69273, 1.74517], [-5.83275, -5.91319, 2.61513], [-5.44655, -7.02656, 1.24553], [-6.38795, -5.64309, 1.07745], [-4.32821, -4.10436, 1.87288], [-4.18982, -4.83077, 0.25994], [-3.24848, -5.97310, 2.64792], [-5.71570, 4.78489, -3.43563], [-6.05008, 4.30189, -2.04540], [-6.67928, 5.35752, -1.33763], [-5.16418, 5.71980, -3.53500], [-6.69686, 4.98495, -3.86620], [-5.23587, 4.02221, -4.04898], [-5.15729, 4.09729, -1.45450], [-6.68992, 3.41988, -2.01786], [-6.69630, 5.08929, -0.41603], [-0.05476, -0.75685, 0.66248], [-0.88016, -0.07028, -0.37319], [-1.32328, 1.18619, 0.03582], [0.86014, -0.21499, 0.90219], [0.17736, -1.75006, 0.27810], [-0.61245, -0.89142, 1.58929], [-1.72493, -0.67743, -0.69853], [-0.23201, 0.03129, -1.24364], [-1.91449, 1.07485, 0.78393], [3.03019, 3.03895, 4.15975], [3.87142, 4.13137, 4.93128], [4.51089, 3.48194, 6.04022], [3.61832, 2.24028, 3.70772], [2.49913, 3.44942, 3.30092], [2.26369, 2.59542, 4.79523], [3.27290, 4.95283, 5.32508], [4.66207, 4.58788, 4.33584], [4.91816, 4.08920, 6.66229], [4.59887, 2.99246, -1.68854], [5.41314, 2.25025, -2.74636], [6.71167, 2.88536, -2.85227], [3.63965, 2.55662, -1.40917], [4.43452, 4.04538, -1.91753], [5.23308, 2.99754, -0.80206], [4.92861, 2.37510, -3.71473], [5.52504, 1.18946, -2.52206], [7.35337, 2.20108, -3.05618], [-5.05408, -1.47373, -6.96942], [-5.27646, -1.17333, -5.52415], [-5.68813, -2.34637, -4.85861], [-4.18772, -2.10436, -7.16902], [-4.71803, -0.59541, -7.52054], [-5.92242, -1.91855, -7.45546], [-6.02939, -0.39457, -5.40274], [-4.34289, -0.84461, -5.06756], [-5.99373, -2.04733, -3.99908], [-2.02183, 6.75002, 2.38329], [-2.78140, 8.07225, 2.53690], [-1.74816, 9.01698, 2.68637], [-1.47009, 6.67288, 1.44642], [-2.73173, 5.93169, 2.26297], [-1.43111, 6.55077, 3.27741], [-3.39796, 8.06641, 3.43575], [-3.41401, 8.28725, 1.67569], [-1.55238, 9.07636, 3.62432], [3.01073, -5.59188, 4.29329], [3.47733, -4.73615, 5.46604], [3.02707, -3.34900, 5.26185], [3.44815, -6.59023, 4.28449], [3.18715, -5.12948, 3.32213], [1.96417, -5.89145, 4.23800], [4.56519, -4.80161, 5.44613], [3.08116, -5.20975, 6.36428], [3.47670, -2.80973, 5.91654], [7.14675, -1.87453, 1.11347], [8.36906, -2.68243, 0.81167], [9.49584, -1.80776, 0.97543], [7.31708, -0.87194, 0.72115], [7.10989, -1.79507, 2.19995], [6.18521, -2.27399, 0.79105], [8.39012, -2.98503, -0.23527], [8.56193, -3.53739, 1.45969], [10.28767, -2.22225, 0.62500], [3.07291, -4.58042, -3.06231], [2.19513, -4.03130, -4.23116], [1.63001, -5.10989, -4.95188], [2.47157, -4.96050, -2.23646], [3.62863, -3.82798, -2.50273], [3.77903, -5.30333, -3.47083], [2.71330, -3.35348, -4.90951], [1.28580, -3.52076, -3.91406], [2.10991, -5.19918, -5.77851], [-1.04094, -3.30763, 6.19857], [-0.29383, -3.20943, 5.60831], [-1.42398, -4.15246, 5.96237], [-4.63702, 1.54381, 3.14482], [-4.60591, 0.99552, 3.92880], [-5.32824, 2.18102, 3.32488], [1.21433, 0.64360, -6.29007], [1.77837, 1.22041, -6.80522], [1.05706, -0.10950, -6.85958], [-0.42711, 3.85382, -3.93454], [-0.76658, 3.57045, -3.08560], [-0.28027, 3.04074, -4.41782], [-6.86519, -1.28993, -0.60532], [-7.64633, -1.42024, -0.06767], [-6.38457, -0.58930, -0.16448]],
  "mulliken_charge": [-1.07, -0.14, -0.51, 0.33, 0.31, 0.33, 0.21, 0.25, 0.29, -1.07, -0.07, -0.53, 0.30, 0.28, 0.33, 0.24, 0.22, 0.29, -0.94, -0.25, -0.48, 0.25, 0.30, 0.31, 0.28, 0.25, 0.26, -1.02, -0.16, -0.53, 0.28, 0.34, 0.29, 0.26, 0.25, 0.29, -1.02, -0.12, -0.53, 0.31, 0.29, 0.28, 0.20, 0.29, 0.30, -1.14, -0.07, -0.52, 0.30, 0.36, 0.30, 0.26, 0.22, 0.29, -0.85, -0.28, -0.51, 0.26, 0.30, 0.27, 0.25, 0.27, 0.30, -1.13, -0.12, -0.52, 0.35, 0.31, 0.28, 0.28, 0.24, 0.30, -0.95, -0.17, -0.53, 0.26, 0.25, 0.32, 0.27, 0.26, 0.28, -0.85, -0.23, -0.52, 0.26, 0.30, 0.26, 0.31, 0.18, 0.30, -0.63, 0.32, 0.31, -0.62, 0.32, 0.31, -0.63, 0.32, 0.31, -0.64, 0.32, 0.31, -0.62, 0.31, 0.31]
}

---

{
  "formula": "C5H14",
  "method": "the ωB97M-V functional and the def2-TZVPD basis",
  "de_lowest_kj_mol": 33.9,
  "total_charge": -1,
  "total_energy_ev": -5410.158,
  "gap_ev": [2.8, 11.7],
  "multiplicity": 2,
  "species": ["C", "C", "H", "H", "H", "H", "H", "H", "C", "C", "C", "H", "H", "H", "H", "H", "H", "H", "H"],
  "positions_angstrom": [[0.51071, -2.94623, -0.76086], [1.46831, -3.19520, 0.40951], [-0.32605, -2.34360, -0.40366], [1.05983, -2.26303, -1.42493], [0.21124, -3.83991, -1.30044], [1.05857, -3.98183, 1.06222], [1.71912, -2.28492, 0.94497], [2.38293, -3.70380, 0.07986], [-1.17792, 2.54648, -0.16949], [-1.44617, 1.73936, 1.08464], [0.30253, 2.60800, -0.55170], [-1.67984, 3.50313, -0.33485], [-1.67477, 1.92711, -0.93388], [-0.76238, 1.98337, 1.90464], [-2.45745, 1.83652, 1.49291], [0.88220, 2.05209, 0.18638], [0.78074, 3.58780, -0.62506], [-1.30322, 0.68272, 0.84454], [0.45160, 2.09192, -1.50480]],
  "mulliken_charge": [-2.27, -1.54, 0.69, 0.63, 0.52, 0.51, 0.50, 0.43, -0.16, -1.79, -1.85, 0.69, 0.29, 0.57, 0.44, 0.51, 0.26, 0.07, 0.51]
}

---

{
  "formula": "C25H32BeNO2",
  "method": "the ωB97M-V functional and the def2-TZVPD basis",
  "total_charge": -1,
  "total_energy_ev": -32432.157,
  "gap_ev": 5.9,
  "multiplicity": 1,
  "species": ["C", "C", "C", "H", "C", "C", "H", "C", "C", "C", "H", "C", "C", "H", "H", "H", "H", "H", "H", "Be", "C", "C", "C", "H", "H", "H", "H", "H", "H", "C", "C", "H", "H", "O", "N", "C", "H", "C", "C", "H", "C", "H", "C", "H", "C", "H", "C", "H", "H", "H", "C", "C", "C", "O", "H", "H", "H", "H", "H", "H", "H"],
  "positions_angstrom": [[-0.39998, -2.33694, 2.24993], [-0.47262, -0.96550, 2.60770], [-1.24972, -0.29003, 1.62936], [-0.01869, -0.50304, 3.48111], [-1.64847, -1.24156, 0.65086], [-1.13749, -2.51001, 1.04100], [-2.30019, -1.05618, -0.20661], [3.29248, -1.30395, 0.66256], [2.97552, -0.71470, 1.91458], [2.32072, 0.51152, 1.68585], [3.26742, -1.09235, 2.89682], [2.23181, 0.72374, 0.29224], [2.93558, -0.36131, -0.37328], [-1.54940, 0.75690, 1.66658], [-1.34193, -3.45688, 0.53811], [0.10529, -3.12674, 2.80681], [3.25560, -0.37520, -1.41410], [2.01270, 1.24327, 2.44394], [3.92108, -2.18018, 0.49915], [1.40922, -1.22117, -0.24072], [1.69987, 1.92172, -0.43792], [2.75904, 2.39617, -1.45470], [1.37388, 3.09296, 0.50733], [3.68710, 2.64809, -0.92192], [2.38394, 3.28155, -1.97980], [2.96564, 1.62093, -2.20379], [2.27067, 3.35516, 1.08887], [0.54983, 2.84955, 1.19408], [1.08945, 3.96713, -0.09738], [0.39517, 1.42967, -1.14149], [-0.19910, 2.44010, -2.10015], [-0.34480, 1.13106, -0.37970], [0.59353, 0.51396, -1.74212], [0.50691, 3.23164, -2.72863], [-1.55092, 2.46002, -2.29821], [-2.55251, 1.48122, -1.86441], [-1.83848, 3.10391, -3.03088], [-3.18027, 1.85043, -0.54279], [-4.15991, 1.01209, -0.00223], [-4.47967, 0.14358, -0.58339], [-4.69557, 1.27730, 1.25451], [-5.43473, 0.59642, 1.67851], [-4.28931, 2.41614, 1.96426], [-4.70979, 2.62553, 2.95114], [-3.35007, 3.29083, 1.40090], [-3.03653, 4.19205, 1.93063], [-2.80876, 3.01608, 0.13844], [-2.10088, 3.71052, -0.32523], [-2.10501, 0.47333, -1.81165], [-3.33102, 1.44060, -2.64412], [0.45541, -4.60918, -1.64392], [1.25985, -3.86989, -0.59167], [2.68233, -4.41618, -0.53617], [1.20104, -2.48304, -0.93729], [0.86897, -4.39655, -2.63955], [-0.58641, -4.28055, -1.63163], [0.48257, -5.69703, -1.49489], [0.79170, -4.01982, 0.39990], [3.25861, -4.08609, -1.41217], [3.19595, -4.09416, 0.37561], [2.67337, -5.51692, -0.53829]],
  "mulliken_charge": [-0.45, -1.20, 0.25, 0.41, 0.03, -1.52, 0.45, -1.34, -1.10, 0.19, 0.37, -0.74, -0.21, 0.30, 0.60, 0.39, 0.57, 0.40, 0.96, -0.60, 2.88, -1.76, -2.14, 0.41, 0.47, 0.33, 0.46, 0.27, 0.48, -0.13, -0.10, -0.32, 0.44, -0.74, -0.03, -0.94, 0.29, 0.85, -0.28, 0.29, -0.50, 0.36, -0.48, 0.34, -0.56, 0.37, -0.28, 0.39, 0.09, 0.52, -1.59, 1.17, -1.50, 0.04, 0.32, 0.34, 0.39, 0.03, 0.30, 0.30, 0.45]
}

---

{
  "formula": "C45H39F3OP2PdSSi",
  "method": "the ωB97M-V functional and the def2-TZVPD basis",
  "de_lowest_kj_mol": 0.0,
  "total_charge": 0,
  "total_energy_ev": -98268.592,
  "gap_ev": [5.8, 7.7],
  "multiplicity": 3,
  "species": ["Pd", "O", "S", "C", "C", "C", "C", "C", "C", "P", "C", "C", "C", "C", "C", "C", "C", "C", "C", "C", "C", "C", "C", "C", "C", "C", "C", "C", "P", "C", "C", "C", "C", "C", "C", "C", "C", "C", "C", "C", "C", "H", "H", "H", "H", "H", "H", "H", "H", "H", "H", "H", "H", "H", "H", "H", "H", "H", "H", "H", "H", "H", "H", "H", "H", "H", "H", "H", "H", "C", "Si", "C", "C", "C", "C", "C", "C", "C", "H", "H", "H", "H", "H", "H", "H", "H", "H", "H", "H", "F", "C", "F", "F"],
  "positions_angstrom": [[0.34967, 0.27942, 0.34416], [-0.09892, -3.11021, -0.56601], [-0.68822, -1.90623, 0.05344], [-2.10124, -1.43712, -0.95791], [-3.32602, -2.08083, -0.86262], [-4.35434, -1.72486, -1.71993], [-4.14326, -0.74722, -2.68142], [-2.91042, -0.12164, -2.78533], [-1.87122, -0.44444, -1.91755], [-0.20859, 0.35545, -2.02574], [-0.56501, 2.00863, -2.68188], [0.34902, 2.60945, -3.54835], [0.18659, 3.93113, -3.93113], [-0.88565, 4.66923, -3.45072], [-1.78858, 4.08225, -2.57644], [-1.62433, 2.76356, -2.18470], [0.47708, -0.57989, -3.43757], [0.07918, -0.33091, -4.75295], [0.56084, -1.11502, -5.78766], [1.43399, -2.16165, -5.51889], [1.82041, -2.42160, -4.21432], [1.34665, -1.63203, -3.17640], [-1.44548, -2.43964, 1.58380], [-1.85537, -3.76207, 1.68864], [-2.35569, -4.22348, 2.89296], [-2.41605, -3.36579, 3.98745], [-1.96190, -2.06182, 3.88293], [-1.46073, -1.57370, 2.67559], [-0.78210, 0.12718, 2.52926], [-0.18685, 0.46635, 4.21702], [1.14296, 0.14726, 4.48032], [1.67411, 0.33386, 5.74743], [0.88032, 0.85354, 6.75951], [-0.44292, 1.18535, 6.50106], [-0.97758, 0.99258, 5.23599], [-2.29489, 1.12889, 2.37081], [-2.24304, 2.50556, 2.58331], [-3.34899, 3.29602, 2.31594], [-4.51145, 2.72770, 1.81383], [-4.56798, 1.35984, 1.58928], [-3.46793, 0.56296, 1.86979], [-3.48289, -2.84863, -0.11614], [-5.31578, -2.21484, -1.64001], [-4.94147, -0.47189, -3.35849], [-2.75798, 0.63937, -3.54031], [1.18969, 2.04016, -3.92328], [0.90251, 4.38616, -4.60356], [-1.00949, 5.70277, -3.74659], [-2.61437, 4.65848, -2.17995], [-2.31146, 2.32975, -1.46753], [-0.60568, 0.47863, -4.97026], [0.25001, -0.91398, -6.80503], [1.81194, -2.77187, -6.32945], [2.50176, -3.23359, -3.99745], [1.64546, -1.84460, -2.15845], [-1.74580, -4.41366, 0.83048], [-2.68267, -5.25054, 2.98592], [-2.80026, -3.72342, 4.93387], [-1.98060, -1.41770, 4.75238], [1.76636, -0.23952, 3.68343], [2.70955, 0.08465, 5.93919], [1.29415, 1.00716, 7.74758], [-1.06202, 1.59754, 7.28749], [-2.00976, 1.25749, 5.04121], [-1.32818, 2.96496, 2.93619], [-3.29383, 4.36372, 2.48334], [-5.36928, 3.35020, 1.59453], [-5.47186, 0.90701, 1.20158], [-3.52944, -0.50426, 1.69781], [2.90066, -2.03977, 1.28431], [2.71883, -0.28170, 0.60595], [3.52990, 0.94168, 1.78834], [3.65565, -0.21885, -1.03476], [4.34932, -1.32897, -1.52020], [4.96872, -1.30818, -2.76334], [4.91107, -0.16627, -3.54825], [4.24587, 0.95683, -3.07366], [3.62494, 0.92847, -1.83351], [3.94674, -2.28298, 1.49513], [2.50388, -2.78166, 0.58739], [2.34001, -2.15039, 2.21606], [4.52561, 0.58696, 2.07157], [2.93855, 1.09229, 2.69137], [3.63697, 1.91501, 1.30769], [4.40246, -2.23240, -0.92385], [5.49404, -2.18583, -3.12046], [5.38241, -0.15003, -4.52287], [4.21311, 1.85877, -3.67488], [3.10757, 1.81290, -1.47566], [1.52844, 3.03596, -0.20867], [0.59054, 2.44200, 0.59621], [-0.54308, 3.19201, 0.39411], [0.97794, 2.78880, 1.87372]],
  "mulliken_charge": [1.33, -0.90, 1.98, 0.65, -0.41, -0.90, -0.85, -0.30, -0.89, 1.39, 0.67, -0.84, -0.76, -0.72, -0.64, -0.62, 0.76, -0.49, -0.76, -0.76, -0.96, -0.20, -0.20, -0.24, -0.89, -0.77, -0.66, -0.91, 1.66, 0.25, -0.55, -0.82, -0.57, -0.77, -0.35, 0.64, -0.45, -0.74, -0.70, -0.66, -0.63, 0.53, 0.43, 0.46, 0.43, 0.46, 0.44, 0.39, 0.44, 0.44, 0.38, 0.46, 0.40, 0.49, 0.29, 0.60, 0.42, 0.47, 0.51, 0.11, 0.44, 0.39, 0.43, 0.47, 0.48, 0.44, 0.39, 0.44, 0.23, -1.62, 1.90, -1.55, 0.45, -0.34, -0.59, -0.54, -0.61, -0.40, 0.58, 0.35, 0.27, 0.52, 0.30, 0.29, 0.26, 0.44, 0.39, 0.43, 0.29, -0.21, -0.41, -0.19, -0.29]
}